Entry 1:
Formula: C36H100N8O10
Source: the OMol25 dataset
Level of theory: ωB97M-V/def2-TZVPD

```
154
Properties=species:S:1:pos:R:3:forces:R:3
C -3.5145 -3.6955 0.6347 -0.40 -0.69 0.69
C -4.6984 -3.6374 -0.3430 0.91 0.30 -0.71
C -6.0053 -4.1313 0.2671 0.47 -0.71 0.21
O -5.8253 -5.3761 0.9408 -0.59 0.16 -0.28
C -5.6907 -6.4702 0.0649 1.17 -0.60 0.08
N -4.7724 -2.2933 -0.9189 -0.39 0.81 -0.25
H -3.9297 -3.9359 1.6178 0.29 0.27 0.14
H -2.8975 -2.8018 0.6884 -0.34 0.27 -0.12
H -2.8235 -4.5132 0.4190 -0.09 0.00 -0.19
H -4.4179 -4.2728 -1.1898 -0.33 -0.19 0.04
H -6.7321 -4.2902 -0.5366 -0.24 0.36 0.08
H -6.3692 -3.4449 1.0320 -0.07 0.18 -0.16
H -6.1083 -6.3254 -0.9341 -0.31 0.20 0.11
H -6.0963 -7.3772 0.5140 -0.36 0.22 0.10
H -4.6229 -6.7020 -0.0739 -0.05 0.14 -0.15
H -5.5538 -2.1091 -1.5450 -0.08 -0.66 -0.05
H -4.8841 -1.5688 -0.2176 0.31 -0.44 0.28
C 0.3768 4.1595 1.2358 0.13 0.21 0.31
C 1.1251 4.2383 -0.0847 -0.71 0.02 -0.62
C 1.8419 5.5698 -0.3460 0.59 -0.46 1.24
O 1.7224 5.8957 -1.7008 0.48 0.01 0.01
C 2.5615 6.9698 -2.0673 -0.46 0.31 -0.21
N 1.9815 3.0656 -0.2574 0.14 -0.33 0.10
H 1.0268 4.4436 2.0673 -0.02 -0.18 0.07
H 0.0088 3.1481 1.4098 0.16 -0.05 0.03
H -0.4985 4.8110 1.2668 0.13 0.17 -0.19
H 0.3875 4.1550 -0.8908 -0.06 0.08 0.05
H 2.8852 5.3970 -0.0245 0.17 0.05 -0.53
H 1.5663 6.3909 0.3352 -0.70 0.03 -0.33
H 2.2074 7.8993 -1.6036 0.12 0.00 0.05
H 2.4736 7.0832 -3.1469 0.09 -0.02 0.01
H 3.6106 6.8188 -1.7972 -0.01 -0.19 0.06
H 2.3807 3.0427 -1.1891 -0.06 0.05 -0.02
H 2.7438 3.0193 0.4196 -0.34 0.25 0.05
C 4.3799 -0.0597 -4.2313 0.18 -0.85 -0.11
C 4.8909 0.6767 -2.9911 -0.30 0.95 -1.27
C 5.8691 -0.2166 -2.2568 0.50 0.47 1.28
O 5.3463 -1.4287 -1.7393 -0.01 -0.28 -0.85
C 4.1261 -1.2989 -1.0719 -0.59 -0.02 1.20
N 5.5333 1.9400 -3.4135 0.79 -0.57 0.81
H 5.2424 -0.3530 -4.8436 0.10 0.44 -0.05
H 3.7085 0.5363 -4.8462 -0.03 0.08 0.10
H 3.9378 -1.0444 -4.0501 -0.32 0.25 0.38
H 4.0910 1.1030 -2.3801 -0.22 -0.91 0.33
H 6.3365 0.2963 -1.4055 -0.21 0.41 -0.17
H 6.7096 -0.4496 -2.9155 -0.20 -0.31 -0.18
H 3.8657 -2.2329 -0.5703 0.17 -0.24 -0.48
H 3.2850 -0.9954 -1.7039 0.11 -0.02 -0.13
H 4.1620 -0.6208 -0.2048 0.18 0.33 -0.36
H 6.2319 1.7673 -4.1243 -0.14 0.25 -0.22
H 4.8430 2.6108 -3.7100 0.06 -0.02 -0.32
C -5.6327 1.8770 -0.4757 -0.19 0.10 0.17
C -5.4100 0.7120 0.5029 -0.85 0.36 -0.74
C -4.9253 1.1452 1.8710 -0.19 -0.45 -0.21
O -3.6987 1.8155 1.7381 0.24 0.01 0.11
C -3.3335 2.5066 2.9212 -0.95 0.05 -0.01
N -6.6611 -0.0692 0.6786 0.30 0.11 0.01
H -4.7147 2.1097 -1.0119 -0.05 0.34 0.09
H -6.0427 2.7566 0.0301 0.37 0.09 0.11
H -6.4076 1.6274 -1.2044 0.22 -0.29 -0.15
H -4.6534 0.0953 0.0248 0.17 -0.16 0.29
H -4.8292 0.2378 2.4824 0.12 0.12 0.15
H -5.7047 1.7666 2.3350 0.11 0.18 0.01
H -3.9248 3.4288 2.9880 0.31 0.20 -0.08
H -2.2673 2.7083 2.9070 0.02 0.05 -0.03
H -3.6259 1.9398 3.8109 0.36 -0.22 -0.01
H -6.7849 -0.6950 -0.1092 0.05 -0.06 0.03
H -7.4368 0.5799 0.5865 -0.05 -0.02 0.27
C -0.1202 -3.2402 2.3949 0.39 -0.92 -0.15
C 1.2670 -3.4624 1.7115 -1.23 0.40 0.43
C 1.1684 -3.9687 0.2799 -0.18 -0.62 -0.06
O 0.1880 -4.9787 0.0819 -0.13 -0.21 -0.21
C 0.4459 -6.1912 0.7458 0.67 0.65 1.26
N 2.0751 -2.2519 1.6821 0.36 -0.53 -0.08
H -0.9450 -3.1675 1.6865 0.04 0.34 0.00
H -0.0706 -2.4028 3.0878 -0.12 0.20 -0.15
H -0.3236 -4.1286 3.0018 -0.26 0.09 0.00
H 1.6971 -4.2620 2.3185 0.76 0.31 -0.10
H 2.1553 -4.3551 -0.0045 0.01 0.09 -0.13
H 0.8695 -3.1963 -0.4273 0.21 0.31 0.23
H 0.3065 -6.0577 1.8318 -0.41 -0.18 -0.11
H 1.5100 -6.4655 0.7059 -0.12 -0.24 -0.63
H -0.2184 -6.9690 0.3881 0.05 -0.02 -0.20
H 1.5307 -1.4920 1.2836 0.24 0.14 0.12
H 2.3572 -1.9918 2.6177 -0.04 0.14 -0.02
C 5.3236 2.0447 0.4896 0.86 1.45 0.81
C 5.0133 2.6288 1.8640 -0.15 -0.14 0.55
C 5.2298 4.1338 1.9741 -0.84 -0.28 -0.22
O 6.5996 4.3942 2.0944 -0.05 0.02 -0.18
C 6.9532 5.7267 1.8080 0.43 -0.08 0.25
N 3.6133 2.2909 2.2778 1.12 0.40 -0.66
H 6.2654 2.4681 0.1235 0.22 -0.27 0.32
H 4.6392 2.4627 -0.2483 -0.51 -0.98 -0.13
H 5.4652 0.9844 0.6715 -0.49 -0.22 -0.94
H 5.6977 2.1603 2.5827 0.19 0.15 -0.10
H 4.6280 4.5098 2.8148 0.33 0.08 0.21
H 4.7902 4.6216 1.0896 0.21 0.03 -0.14
H 8.0414 5.7598 1.8747 -0.06 0.13 -0.01
H 6.5391 6.4183 2.5507 -0.09 0.04 -0.11
H 6.6642 6.0334 0.7969 -0.17 -0.06 0.04
H 3.6452 2.1921 3.2842 -0.51 -0.17 0.02
H 3.4056 1.3928 1.8516 -0.30 -0.11 0.38
C 0.9376 -1.0532 -4.9471 -0.11 0.23 -0.60
C -0.0329 0.0153 -5.4594 0.31 -0.74 -0.10
C -1.3637 -0.6304 -5.8483 -0.22 1.08 0.86
O -1.2398 -1.5400 -6.9050 0.14 -0.01 0.01
C -2.4164 -2.2844 -7.1420 0.12 -0.37 0.01
N -0.1883 1.0395 -4.4168 -0.27 -0.51 -0.06
H 0.5190 -1.6478 -4.1334 -0.08 0.25 0.19
H 1.8509 -0.5513 -4.6370 0.03 -0.29 0.11
H 1.1423 -1.7669 -5.7464 0.19 0.10 -0.02
H 0.4136 0.4755 -6.3464 -0.06 0.04 -0.01
H -2.0458 0.2112 -6.0710 -0.12 -0.22 -0.40
H -1.7835 -1.0879 -4.9415 0.06 -0.14 -0.23
H -3.0953 -2.2520 -6.2858 -0.04 0.11 -0.03
H -2.1317 -3.3294 -7.2902 0.00 0.04 -0.08
H -2.9293 -1.9420 -8.0440 -0.06 0.14 0.06
H -0.2809 0.5209 -3.5467 -0.06 0.26 0.11
H -1.0776 1.5179 -4.5408 0.10 0.12 0.00
C -1.9096 -0.1855 4.6348 -1.00 -0.64 0.95
C -1.0566 1.0073 5.0489 0.73 -0.21 -1.03
C -0.4179 0.8704 6.4172 0.65 -0.68 -0.51
O -1.3730 0.5668 7.3916 -0.21 0.26 0.32
C -0.7768 0.0741 8.5758 0.03 -0.11 -0.38
N 0.0713 1.1561 4.0958 0.17 -0.21 0.07
H -1.9842 -0.3674 3.5622 0.18 0.40 -0.11
H -2.9389 -0.1373 5.0126 0.09 0.24 -0.02
H -1.5511 -1.1201 5.0826 0.35 0.12 -0.08
H -1.6028 1.9500 5.0185 -0.24 -0.10 0.01
H 0.2214 1.7452 6.6025 -0.48 0.25 0.38
H 0.3224 0.0488 6.3622 -0.21 -0.15 -0.06
H -0.2629 -0.8701 8.3579 0.18 0.07 0.06
H -1.5516 -0.1459 9.3052 -0.11 0.24 -0.01
H -0.0644 0.8061 8.9646 0.03 -0.08 0.21
H 0.6617 0.3265 4.1691 0.09 0.14 0.27
H -0.2639 1.0403 3.1438 -0.15 0.42 -0.05
C -1.0715 -2.9468 -2.0103 0.86 -0.71 -1.19
C -2.0896 -3.0289 -3.1345 -0.93 0.24 1.31
O -2.8420 -1.8103 -3.1577 -0.12 -0.13 -0.62
H -0.3456 -2.1855 -2.2909 -0.03 0.09 0.34
H -0.5275 -3.8948 -1.9574 -0.04 0.02 0.08
H -1.4884 -2.7611 -1.0259 -0.25 0.19 -0.11
H -2.7576 -3.8725 -2.9167 -0.07 0.00 -0.23
H -1.6743 -3.1969 -4.1273 0.31 0.11 0.08
H -3.5865 -1.9029 -2.5452 0.21 -0.03 0.35
C -0.4512 0.2533 -0.9814 -0.07 0.16 0.05
C -0.3714 0.2014 0.5458 0.15 1.56 -1.14
O 0.9710 0.5011 0.9373 -0.44 -0.58 0.49
H -1.4789 0.1465 -1.3410 0.12 -0.47 -0.05
H 0.2469 -0.4464 -1.4415 -0.24 -0.16 -0.01
H -0.1412 1.2445 -1.3263 0.10 0.07 0.25
H -0.7235 -0.7254 0.9930 0.26 -0.16 0.02
H -1.0319 1.0264 0.8500 -0.14 -0.29 0.53
H 1.1896 1.3623 0.5377 0.27 0.17 -0.17
```
Forces are in eV/Å.

Net charge   0
Energy   -2621.85259 hartree
Molecular weight   805.242 g/mol
Relative energy (zero: lowest compared OMol25 entry of this formula, charge and spin)   1.817 eV
Spin multiplicity   1
Orbital gap   9.56 eV

Entry 2:
Formula: C3H3O3
Source: the OMol25 dataset
Level of theory: ωB97M-V/def2-TZVPD

```
9
Properties=species:S:1:pos:R:3:forces:R:3
C -0.9892 -0.0774 -0.1461 3.53 1.19 3.08
C 0.7171 -0.0359 -1.3867 3.48 0.29 -1.53
C 0.1297 0.1827 0.6483 -4.13 -1.71 1.10
O -0.5258 -0.1687 -1.3860 -1.29 -0.57 -2.15
O 1.1740 0.2119 -0.1804 1.35 -0.24 -0.56
O 0.2893 0.2070 1.9536 2.45 1.35 -1.62
H -1.9609 -0.0493 0.1641 -2.50 -0.25 -0.10
H 1.4403 -0.1458 -2.3135 -1.83 0.38 2.13
H -0.2747 -0.1245 2.6467 -1.06 -0.45 -0.36
```
Forces are in eV/Å.

Net charge   +1
Energy   -341.48151 hartree
Molecular weight   87.054 g/mol
Relative energy (zero: lowest compared OMol25 entry of this formula, charge and spin)   0.737 eV
Spin multiplicity   1
Orbital gap   10.06 eV